(1)
{"formula": "C29H52ClN6O12P2", "method": "wB97M-V/def2-TZVPD", "charge": 1, "gap_ha": 0.280, "homo_ev": -11.36, "e_tot_ev": -95498.045, "species": ["N", "C", "O", "C", "C", "C", "N", "C", "N", "O", "C", "C", "C", "N", "O", "N", "C", "C", "O", "Cl", "N", "C", "C", "C", "C", "C", "C", "C", "H", "H", "H", "H", "H", "H", "H", "H", "H", "H", "H", "H", "H", "H", "H", "H", "H", "H", "H", "H", "H", "H", "O", "P", "O", "C", "C", "O", "C", "C", "O", "C", "C", "H", "H", "H", "H", "H", "H", "H", "H", "H", "H", "H", "H", "H", "H", "H", "O", "P", "O", "C", "C", "O", "C", "C", "O", "C", "C", "H", "H", "H", "H", "H", "H", "H", "H", "H", "H", "H", "H", "H", "H", "H"], "positions_angstrom": [[2.910415, 5.471201, 2.444129], [1.641106, 5.474069, 3.309052], [0.853115, 6.569696, 3.154345], [1.272683, 4.251280, 4.385656], [0.151050, 3.198476, 3.736525], [0.807700, 2.212391, 2.593711], [0.661705, 2.269604, 1.079041], [1.459199, 1.152908, 0.373194], [1.547068, 0.886839, -0.983563], [2.243518, -0.116332, -1.544526], [0.727261, 1.780178, -1.896980], [1.267341, 1.880848, -3.438828], [0.116524, 1.289855, -4.485699], [0.389648, -0.007896, -5.267713], [-1.083273, 1.892588, -4.680596], [2.133297, 0.395405, 1.493955], [3.050772, -0.806458, 1.488104], [4.654778, -0.445719, 1.631052], [4.979804, 0.755203, 2.139863], [6.005224, -1.670201, 1.131402], [1.719594, 1.005258, 2.700616], [2.081353, 0.597098, 4.140829], [1.022173, -0.645638, 4.500310], [1.153645, -1.582372, 5.867831], [0.109350, -2.842044, 6.166718], [-1.126414, -3.245658, 5.128269], [-1.296265, -2.297010, 3.801624], [-0.250417, -1.030210, 3.494315], [3.480427, 4.601030, 2.642612], [2.628216, 5.522732, 1.440452], [0.750416, 4.792404, 5.311434], [2.241651, 3.711892, 4.760635], [-0.679898, 3.883022, 3.266404], [-0.272012, 2.528868, 4.629759], [3.184189, 0.241155, -1.701777], [-0.364539, 1.302811, -1.950972], [0.573146, 2.875470, -1.493837], [2.337135, 1.447625, -3.628682], [1.340728, 3.045312, -3.692006], [1.112239, 0.190274, -6.021201], [0.797220, -0.663898, -4.548092], [2.788618, -1.490865, 2.430465], [2.922674, -1.516324, 0.550923], [2.021373, 1.484407, 4.901506], [3.183250, 0.165196, 4.219986], [2.001304, -1.391098, 6.675256], [0.194021, -3.540155, 7.131067], [-1.854380, -4.146999, 5.296095], [-2.172946, -2.550043, 3.032983], [-0.491298, -0.430755, 2.494707], [3.797165, -0.170373, -8.777870], [3.741674, -0.314219, -10.318474], [3.760517, -1.980183, -10.293448], [2.935084, -2.703700, -9.392065], [1.664095, -3.171408, -10.078069], [5.371859, -0.096581, -10.565146], [6.162328, 0.618021, -9.629014], [6.814006, -0.339504, -8.646226], [3.679670, -0.474946, -12.039875], [2.530444, -0.986223, -12.681274], [1.307626, -0.126351, -12.442649], [2.676407, -2.128622, -8.500791], [3.506042, -3.576308, -9.060008], [1.059417, -2.319230, -10.393738], [1.064364, -3.783994, -9.401298], [1.895742, -3.763652, -10.968575], [5.571978, 1.386211, -9.120397], [6.942959, 1.142363, -10.190196], [6.082350, -0.991619, -8.165026], [7.356402, 0.209603, -7.871128], [7.518417, -0.996368, -9.166230], [2.360167, -2.021270, -12.388052], [2.744819, -1.005539, -13.754899], [1.087643, -0.034307, -11.376215], [0.435979, -0.556240, -12.945268], [1.469611, 0.885226, -12.828353], [-4.966747, -1.496245, 6.122245], [-5.629068, -1.325782, 7.511312], [-6.301221, 0.156182, 7.152970], [-6.966679, 0.373616, 5.917171], [-8.469299, 0.229133, 6.078489], [-4.268179, -0.751814, 8.275682], [-2.972569, -1.059717, 7.787390], [-2.475283, 0.045769, 6.871959], [-6.369115, -1.135315, 9.063392], [-7.772370, -1.186800, 9.210851], [-8.345863, -2.525184, 8.796794], [-6.620143, -0.295056, 5.126738], [-6.735958, 1.395637, 5.601034], [-8.730760, -0.791167, 6.365045], [-8.981263, 0.463044, 5.142467], [-8.845269, 0.900435, 6.856572], [-2.959794, -2.035905, 7.293207], [-2.305020, -1.136861, 8.652070], [-3.184318, 0.262263, 6.070380], [-1.513790, -0.223450, 6.425260], [-2.350521, 0.976807, 7.433807], [-8.241475, -0.362830, 8.674838], [-7.989150, -1.022347, 10.271492], [-8.105929, -2.756277, 7.756038], [-9.433617, -2.526250, 8.915063], [-7.926857, -3.328092, 9.411666]], "forces_ev_per_a": [[-2.636, -2.169, 2.030], [-2.183, 5.358, -1.949], [4.481, -7.411, 1.268], [-0.079, 0.960, -0.101], [0.841, -0.038, 0.272], [2.941, -4.434, -6.514], [1.639, -2.132, 1.554], [0.071, 0.593, 5.310], [-1.867, 3.706, 2.320], [2.409, -0.213, 0.135], [-2.177, 0.279, -1.292], [-0.501, 1.224, -0.513], [-5.242, 1.800, -1.709], [0.802, 2.076, 1.800], [8.251, -3.623, 1.718], [-1.413, 1.621, -1.965], [0.718, -1.917, 0.491], [1.389, 6.854, 2.771], [-2.005, -8.255, -3.504], [-2.543, 1.832, 0.762], [-1.756, 4.048, 2.923], [-0.023, -2.796, 0.113], [-3.096, -3.385, 1.073], [-2.688, -1.111, -2.097], [-0.849, 1.474, -3.129], [3.066, 4.271, -1.312], [2.794, 0.281, 2.606], [0.181, -2.035, 2.605], [-0.947, 1.329, -0.573], [0.363, 0.162, 1.213], [1.122, -1.261, -2.153], [-1.820, 1.024, -0.836], [1.598, -1.784, 0.641], [0.860, 1.362, -2.217], [-1.738, -0.719, 0.172], [2.320, 1.087, 0.176], [0.703, -2.507, -0.298], [-2.254, 0.526, 0.340], [-0.227, -2.619, 0.504], [-1.020, -0.342, 1.287], [-0.154, 0.831, -1.271], [0.476, 1.551, -1.941], [-0.082, 1.914, 1.833], [-0.186, -1.533, -1.924], [-2.298, 1.038, -0.416], [-1.990, -0.384, -2.001], [0.096, 1.975, -2.297], [1.663, 2.003, -0.210], [2.231, 0.815, 1.854], [0.745, -1.324, 2.463], [-3.229, 2.617, -1.918], [7.474, -6.008, 0.685], [-1.432, 0.259, 0.018], [-0.179, -0.586, 0.144], [0.027, -0.098, -0.117], [-1.293, 1.104, -0.708], [0.334, 0.165, 0.377], [0.095, -0.216, 0.030], [-1.508, 2.488, 1.725], [-0.528, -0.171, -0.382], [-0.042, 0.179, -0.281], [0.205, 0.131, -0.107], [0.082, 0.111, -0.075], [-0.075, 0.020, 0.039], [0.020, 0.031, -0.022], [-0.019, 0.019, 0.143], [0.056, -0.213, 0.030], [-0.156, -0.121, -0.113], [-0.087, 0.197, -0.002], [-0.015, -0.026, -0.086], [-0.029, 0.159, 0.027], [0.035, -0.002, 0.216], [0.239, 0.148, 0.159], [-0.059, -0.121, 0.130], [0.060, 0.081, 0.128], [-0.024, -0.140, 0.018], [-2.230, -3.712, 1.475], [3.796, 8.723, 0.212], [-1.025, -0.907, -0.317], [-0.362, 0.402, -0.381], [-0.056, 0.114, 0.099], [-0.700, -1.494, 0.553], [0.359, 0.017, -0.196], [0.026, 0.254, -0.093], [0.466, -2.975, -1.540], [-0.674, -0.081, 0.158], [-0.059, -0.165, 0.280], [0.184, -0.012, 0.194], [0.083, -0.053, 0.119], [-0.037, -0.055, -0.059], [0.028, -0.020, 0.037], [0.038, -0.030, -0.132], [-0.016, 0.223, -0.092], [-0.192, 0.039, 0.054], [-0.005, -0.231, 0.010], [-0.024, -0.036, 0.027], [0.025, -0.124, 0.055], [0.111, 0.005, -0.192], [0.320, -0.027, -0.045], [-0.055, 0.075, -0.162], [0.133, -0.049, -0.085], [-0.073, 0.111, -0.049]]}

(2)
{"formula": "C8H10N4S", "method": "wB97M-V/def2-TZVPD", "de_lowest_ev": 1.098, "gap_ha": 0.301, "homo_ev": -8.05, "e_tot_ev": -25252.542, "species": ["C", "C", "C", "C", "C", "C", "C", "C", "H", "H", "H", "H", "H", "H", "H", "H", "H", "H", "N", "N", "N", "N", "S"], "positions_angstrom": [[-1.424638, -1.350734, -0.936557], [-0.066459, -1.130338, -1.532059], [0.231068, -1.317791, -2.923096], [1.547219, -1.183480, -3.357619], [2.550682, -0.969882, -2.400592], [1.039168, -0.937606, -0.691863], [0.907453, -1.026259, 0.790903], [-1.159018, 1.625546, 1.604928], [-1.920727, -2.064699, -1.585541], [-1.384550, -1.745610, 0.096960], [-1.978569, -0.381628, -0.877225], [-0.618816, -1.479722, -3.586446], [1.698297, -1.123711, -4.437350], [3.566209, -0.837192, -2.789235], [1.384944, -1.879458, 1.294411], [-0.362891, 0.755986, -0.087054], [-2.094457, 3.368267, 1.258382], [-2.127434, 2.231610, -0.052613], [2.307685, -0.963590, -1.129866], [0.201959, -0.311974, 1.564333], [-0.486961, 0.685822, 0.918484], [-1.627046, 2.627095, 0.752410], [-1.292770, 1.664872, 3.293994]], "forces_ev_per_a": [[-0.291, 0.621, -0.013], [1.223, -0.604, -0.491], [-0.169, 0.711, 1.520], [-1.345, 0.535, -0.164], [-0.057, -0.301, -2.149], [0.067, -1.139, -0.303], [0.164, -0.864, 0.370], [0.077, 0.968, 1.507], [-0.520, 0.076, 0.095], [0.056, 0.144, -0.641], [0.031, -0.909, -0.230], [0.386, -0.074, -0.090], [0.435, -0.319, 0.397], [-0.116, -0.163, 0.581], [0.202, 0.528, -0.347], [0.062, 0.416, 0.244], [-0.219, -0.260, -0.192], [0.195, 0.697, 0.405], [0.169, 0.818, 1.344], [-0.496, 0.409, -0.503], [0.357, -0.536, 0.203], [-0.207, -0.927, 0.116], [-0.003, 0.173, -1.659]]}

(3)
{"formula": "C2H8NO2", "method": "wB97M-V/def2-TZVPD", "charge": -1, "de_lowest_ev": 0.860, "gap_ha": 0.263, "homo_ev": -2.80, "e_tot_ev": -7788.324, "species": ["C", "N", "C", "O", "H", "H", "H", "H", "H", "H", "H", "H", "O"], "positions_angstrom": [[0.011170, 0.806272, -1.352975], [-0.007810, -0.069015, -0.182900], [-0.470684, 0.767411, 1.059007], [-1.495655, 1.542108, 0.842747], [0.743117, 0.446977, -2.077303], [0.420646, 1.796680, -1.061017], [-0.964212, 1.082445, -1.748830], [-0.804752, -0.682159, -0.375620], [0.537635, 1.178286, 1.327566], [-0.706282, -0.045097, 1.786478], [1.472670, -2.247797, 0.095272], [0.323241, -1.916732, 0.902648], [0.940912, -2.659384, 0.784933]], "forces_ev_per_a": [[1.151, 1.238, 0.606], [-0.838, -0.008, -0.172], [-0.159, -0.954, -0.736], [0.120, 0.563, 0.026], [-0.407, -0.284, -0.501], [-0.093, -0.408, 0.166], [-0.109, -0.388, -0.294], [0.080, 0.017, 0.213], [-0.239, 0.537, 0.266], [0.361, -0.235, 0.338], [0.143, -0.065, -0.054], [0.111, -0.109, 0.169], [-0.119, 0.095, -0.025]]}

(4)
{"formula": "C3H7NO2S2", "method": "wB97M-V/def2-TZVPD", "de_lowest_ev": 0.000, "gap_ha": 0.361, "homo_ev": -9.43, "e_tot_ev": -30480.569, "species": ["N", "C", "C", "O", "O", "C", "S", "S", "H", "H", "H", "H", "H", "H", "H"], "positions_angstrom": [[0.118111, 1.399480, -1.341711], [0.065596, 0.763198, -0.021836], [0.319876, 1.905086, 0.955804], [-0.796411, 2.157460, 1.658811], [1.318454, 2.562376, 1.061783], [0.999728, -0.414681, 0.203966], [0.599307, -1.818311, -0.884698], [-1.287721, -2.317598, -0.262839], [1.060066, 1.739099, -1.513062], [-0.015086, 0.685722, -2.056955], [-0.976158, 0.544646, 0.143624], [-0.623764, 2.765359, 2.389413], [0.898834, -0.755332, 1.233322], [2.024235, -0.111834, -0.005012], [-1.981540, -1.734280, -1.255544]], "forces_ev_per_a": [[0.448, -0.456, -0.349], [0.030, 1.224, -0.421], [-0.047, 0.319, 0.044], [-0.367, -0.436, 0.399], [0.248, -0.334, -0.022], [-0.771, 0.084, 0.135], [0.249, 0.019, -0.028], [-0.008, -0.097, -0.060], [0.032, 0.210, 0.132], [-0.202, 0.058, 0.121], [-0.240, -0.760, 0.086], [0.253, 0.282, -0.200], [0.255, -0.047, 0.072], [0.117, -0.141, 0.006], [0.002, 0.074, 0.085]]}